# 1
C22H44O44S11 | ωB97M-V/def2-TZVPD

The geometry in XYZ format:
```
121
Properties=species:S:1:pos:R:3:forces:R:3
O 3.9196 7.3468 -4.8385 0.548 0.893 -2.267
S 4.5824 7.7577 -6.0583 1.066 -1.290 -0.200
O 5.9697 7.3803 -6.2613 -1.867 0.423 0.204
O 3.7261 7.3123 -7.4248 0.389 0.195 2.174
C 3.9294 8.2849 -8.4365 0.381 0.069 -0.092
C 4.1421 9.6480 -7.6599 0.327 0.045 -1.636
O 4.4819 9.3364 -6.3159 -0.781 -0.673 0.454
H 4.7579 7.9640 -9.0679 0.694 0.391 0.449
H 3.1142 8.1681 -9.1506 -0.580 0.728 0.559
H 3.3054 10.3432 -7.7286 -0.376 -0.471 0.511
H 4.9751 10.2210 -8.0672 0.183 -0.322 -0.148
O -10.3567 -1.2378 -4.1548 -0.024 0.410 1.443
S -10.3744 -1.5501 -2.7498 0.623 -0.384 -0.069
O -11.6522 -1.5634 -2.0536 2.596 -0.009 -0.678
O -9.5314 -2.9705 -2.7036 -0.178 1.269 1.127
C -8.4491 -2.8854 -1.7417 1.062 -0.877 -1.172
C -8.0117 -1.4223 -1.6185 -1.304 -0.349 0.730
O -9.2136 -0.6694 -1.8491 -1.881 -0.754 -0.933
H -8.6727 -3.4790 -0.8553 -0.574 0.847 0.397
H -7.5793 -3.4199 -2.1236 -0.197 -0.188 -0.626
H -7.2334 -1.0346 -2.2757 -0.068 -0.547 -0.207
H -7.7074 -1.3174 -0.5771 -0.017 0.574 -0.036
O 7.3204 -3.7016 3.6984 -4.096 3.227 1.243
S 6.1995 -2.7226 3.9844 2.076 -1.146 -2.777
O 5.9779 -1.6066 3.0544 0.534 -2.195 1.941
O 4.7670 -3.5026 4.1941 2.004 -0.405 -1.423
C 4.0588 -2.8705 5.1905 -1.138 0.505 2.110
C 5.0917 -2.4471 6.2395 0.060 0.439 0.322
O 6.2593 -2.1735 5.4677 1.065 -0.069 -0.410
H 3.4982 -2.0001 4.8497 0.025 -0.036 -0.314
H 3.3793 -3.5973 5.6357 -0.112 0.063 -0.202
H 5.3279 -3.1857 7.0054 0.005 -0.316 -0.317
H 4.8935 -1.5128 6.7648 -0.466 -0.067 -0.183
O -1.0685 7.6122 -5.1549 -2.140 -2.698 0.877
S -2.1992 6.6859 -4.9178 -1.466 2.853 -1.137
O -3.3907 7.2516 -4.2226 3.403 -2.279 -1.917
O -2.6176 6.0426 -6.3893 0.136 -0.539 0.580
C -1.6146 4.9820 -6.6638 1.474 2.805 -0.185
C -1.3266 4.3200 -5.3149 -0.007 -0.082 -1.029
O -1.8193 5.2452 -4.3635 -0.388 0.819 1.692
H -1.6828 4.4720 -7.6247 -1.416 -0.578 0.597
H -0.7416 5.5840 -6.9160 0.452 0.093 0.241
H -0.2581 4.2629 -5.1070 -0.071 -0.523 -0.378
H -1.8481 3.3645 -5.2582 0.039 0.131 0.652
O -0.7031 7.1859 10.8108 2.202 -0.429 -2.227
S 0.1094 6.9696 9.6148 -0.171 -1.279 -1.412
O 0.6782 8.0794 8.8423 -1.227 -2.249 1.854
O 1.2663 5.7715 9.7917 -0.279 1.523 1.434
C 1.2949 4.7990 8.7358 0.794 1.408 0.053
C -0.1205 4.7158 8.3109 -1.162 -0.806 -1.435
O -0.7632 5.9727 8.6028 0.440 0.538 0.602
H 1.9057 5.1971 7.9255 0.110 0.110 -0.015
H 1.7893 3.8941 9.0890 -0.456 0.047 0.276
H -0.6490 3.8245 8.6490 -0.347 0.500 1.118
H -0.1769 4.5306 7.2383 0.089 0.607 -0.250
O -3.5853 -7.3633 3.7465 0.298 -0.130 -0.199
S -2.8647 -6.3994 4.4877 1.564 2.788 3.243
O -1.3890 -6.4928 4.7208 -4.431 0.413 -1.086
O -3.3832 -4.8917 4.0121 1.016 -2.132 -2.110
C -4.0158 -4.0566 4.9723 1.355 -1.341 0.336
C -4.5294 -5.0660 6.0074 0.300 -0.014 -0.048
O -3.5509 -6.1715 6.0068 -0.013 0.518 -0.918
H -3.1342 -3.5140 5.3137 -0.679 0.718 0.781
H -4.7472 -3.4266 4.4661 0.004 -0.216 0.169
H -5.5248 -5.4713 5.8256 0.115 -0.024 -0.453
H -4.5867 -4.5524 6.9671 0.491 -0.559 0.288
O -1.8773 -0.2139 0.6341 3.066 0.596 1.287
S -0.6330 0.2765 1.2392 0.509 1.849 0.258
O -0.5614 0.4605 2.7221 0.137 -0.847 -4.358
O 0.7926 -0.4447 0.6335 -1.391 -0.696 2.793
C 1.5013 0.3828 -0.2491 -1.687 1.998 -2.250
C 1.1328 1.8436 0.0843 0.030 -1.494 2.091
O -0.2595 1.7020 0.4402 -1.329 -0.674 0.444
H 2.5692 0.2605 -0.4301 -0.141 -0.743 0.840
H 0.9258 0.2046 -1.1575 0.792 0.047 -0.849
H 1.3243 2.5919 -0.6849 -0.520 -0.316 -0.079
H 1.5914 2.1375 1.0285 0.555 0.267 -0.170
O -2.6127 -2.3514 -7.3104 -2.717 -1.239 2.772
S -3.6751 -2.6155 -6.2965 -1.214 0.537 -2.842
O -3.3974 -2.3750 -4.8874 -1.017 -0.793 -2.752
O -5.0744 -1.8133 -6.8435 2.262 0.635 0.843
C -5.6428 -2.4862 -7.9455 -1.898 -1.635 1.130
C -5.6248 -4.0190 -7.5476 2.216 1.407 -0.926
O -4.5428 -4.0463 -6.5699 1.466 -0.180 1.134
H -6.7026 -2.2506 -7.8485 0.108 0.618 -0.639
H -5.2441 -2.3039 -8.9434 0.350 0.297 0.373
H -5.3015 -4.6080 -8.4059 0.140 -0.041 0.072
H -6.5674 -4.4586 -7.2215 0.285 0.413 0.857
O -1.3789 -1.4536 11.0975 4.010 1.391 -1.086
S -0.0420 -0.8620 10.7851 -1.274 -0.668 0.435
O 0.4553 -0.7456 9.4113 -1.146 -0.232 3.025
O 0.0240 0.5675 11.5796 -0.022 -0.710 -0.521
C 0.8183 0.5082 12.8008 -0.679 1.411 -0.898
C 1.2461 -0.8906 12.9135 -0.033 -1.253 3.218
O 1.1789 -1.5746 11.7220 -0.820 0.532 -2.772
H 1.6164 1.2438 12.7009 0.065 -0.161 -0.246
H 0.2365 0.7743 13.6833 -0.329 0.154 -0.322
H 0.6054 -1.4214 13.6177 -0.432 0.045 0.075
H 2.1854 -0.8898 13.4665 0.672 -0.484 -0.920
O 1.5387 -9.2002 -2.1460 -1.872 4.598 -0.670
S 0.8670 -7.8674 -2.3806 -0.333 -1.667 1.062
O -0.4010 -7.8307 -3.1101 2.766 0.033 1.361
O 0.6025 -7.0164 -0.9009 -0.580 -1.918 -2.318
C 1.7310 -6.2634 -0.6236 1.941 0.299 -0.355
C 2.2471 -5.7192 -1.9690 -2.039 0.329 -0.086
O 1.9175 -6.7435 -2.9411 -0.274 -1.547 0.238
H 1.4399 -5.4527 0.0444 0.227 -0.197 0.083
H 2.5392 -6.8963 -0.2572 -0.139 -0.039 0.758
H 3.2929 -5.4223 -2.0478 -0.164 -0.356 0.101
H 1.5580 -4.9155 -2.2285 0.464 0.471 -0.173
O 5.2169 1.1203 -5.9058 1.902 -3.889 -2.019
S 5.9484 -0.1342 -6.2924 0.524 1.154 2.490
O 6.1508 -1.1136 -5.1964 -0.430 2.198 -3.103
O 5.4385 -0.9386 -7.6396 1.191 0.975 0.068
C 6.4296 -0.8922 -8.7309 1.424 0.916 0.726
C 7.7362 -0.2016 -8.1815 0.905 -1.070 -0.183
O 7.4327 0.3227 -6.9591 -3.226 1.420 3.248
H 6.6763 -1.8874 -9.1007 -0.627 0.066 0.120
H 6.1751 -0.1669 -9.5037 -1.065 -0.623 -0.041
H 8.1117 0.5691 -8.8547 -0.500 0.250 -0.106
H 8.6373 -0.7298 -7.8699 -0.120 -1.404 -1.186
```
Forces are in eV/Å.

Results
SMILES   O=S1(=O)OCCO1.O=S1(=O)OCCO1.O=S1(=O)OCCO1.O=S1(=O)OCCO1.O=S1(=O)OCCO1.O=S1(=O)OCCO1.O=S1(=O)OCCO1.O=S1(=O)OCCO1.O=S1(=O)OCCO1.O=S1(=O)OCCO1.O=S1(=O)OCCO1
E   -8554.68139 Ha
Orbital gap   10.851 eV

# 2
C5H7N | ωB97M-V/def2-TZVPD

The geometry in XYZ format:
```
13
Properties=species:S:1:pos:R:3:forces:R:3
C 2.0341 0.1002 -0.1662 0.393 -0.010 -0.063
C 0.4677 -0.4592 -0.0501 -0.298 -0.023 -0.039
C 0.2513 0.8672 -0.0703 0.046 -0.305 0.086
C -2.9504 0.9873 0.1298 0.100 -0.537 -0.025
C -2.6292 -0.1714 0.0679 -0.103 0.548 0.039
N 0.1090 -1.6663 -0.1343 0.234 0.298 0.013
H 2.5282 -0.5130 0.5933 -0.137 0.081 -0.063
H 2.3432 -0.1600 -1.1779 -0.077 0.034 0.147
H 2.3087 1.1435 0.0075 -0.076 -0.113 -0.007
H 0.2456 1.3760 0.8965 0.013 -0.076 -0.109
H -3.2478 2.0120 0.1721 0.037 -0.176 -0.003
H -2.2683 -1.1797 0.0011 -0.071 0.201 0.018
H 0.8891 -2.3136 -0.2119 -0.061 0.078 0.007
```
Forces are in eV/Å.

Results
E   -249.24075 Ha
Orbital gap   9.642 eV

# 3
C5H9N3 | ωB97M-V/def2-TZVPD

The geometry in XYZ format:
```
17
Properties=species:S:1:pos:R:3:forces:R:3
C -1.5311 0.6803 0.7693 0.006 0.031 -0.090
C 1.1461 0.3536 0.0583 1.989 -0.984 1.677
C -0.5720 -0.1657 -0.0562 -1.255 -1.016 0.360
N 1.8856 -0.0446 -1.0754 -0.485 -0.129 -0.495
C 0.1439 -1.2732 0.9871 -0.317 1.005 -1.289
C -0.9975 -0.6299 -1.2693 0.352 0.231 0.468
N 1.3132 -0.9639 1.2029 0.619 1.074 -0.528
N 1.2888 1.5025 0.6378 -0.955 -0.413 0.053
H 2.7975 0.3956 -1.0473 -0.168 0.000 0.090
H 1.9951 -1.0484 -1.1540 -0.045 0.066 0.092
H 0.7071 2.2304 0.2291 0.238 0.051 -0.236
H -0.4987 -2.0762 1.3381 -0.045 0.026 0.038
H -1.8711 1.5509 0.2059 -0.020 -0.016 0.014
H -2.4090 0.0917 1.0423 0.002 0.002 -0.026
H -1.0535 1.0314 1.6833 0.020 -0.023 -0.048
H -2.0096 -0.4634 -1.6218 0.059 0.286 -0.138
H -0.3349 -1.1711 -1.9302 0.005 -0.193 0.058
```
Forces are in eV/Å.

Results
E   -359.98664 Ha
Orbital gap   7.183 eV

# 4
C3H4N2O2 | ωB97M-V/def2-TZVPD

The geometry in XYZ format:
```
11
Properties=species:S:1:pos:R:3:forces:R:3
N -1.4575 1.3415 0.1086 1.603 1.597 -5.190
C -0.6344 0.2124 -0.3357 -3.902 -1.307 -2.883
C -0.6630 -1.1417 -0.9504 -2.062 3.445 3.049
O 0.4616 -1.6435 -0.5796 1.956 -1.932 0.866
N 1.2790 -0.8232 0.3361 -2.282 0.571 -2.677
C 0.5313 0.3031 0.2836 4.830 -4.358 1.811
O 0.9319 1.2950 1.0023 1.262 1.345 0.817
H -2.0995 0.9603 0.6505 -3.729 -1.827 3.624
H -2.0224 1.8443 -0.6158 1.036 -0.720 0.453
H -1.5581 -1.8604 -1.1521 2.037 1.546 -0.359
H 0.3784 1.9734 0.6375 -0.749 1.640 0.489
```
Forces are in eV/Å.

Results
SMILES   Nc1conc1O
E   -376.57488 Ha
Orbital gap   9.827 eV

# 5
C25H40N8O2RuS | ωB97M-V/def2-TZVPD

The geometry in XYZ format:
```
77
Properties=species:S:1:pos:R:3:forces:R:3
Ru 1.0381 0.8948 -1.4337 -0.091 -0.471 0.157
N -0.2067 2.8083 -2.2858 0.154 -0.421 0.286
C 0.8177 3.7369 -2.7994 0.405 0.464 -0.023
C 1.8076 4.0852 -1.6871 -0.399 0.292 -0.458
N 2.4787 2.9033 -1.1231 -0.522 -0.547 0.508
C 3.8544 2.6725 -1.5865 0.352 -0.352 -0.545
C 3.8914 1.6366 -2.7089 0.316 0.527 0.053
N 3.3057 0.3853 -2.2081 -0.630 -0.109 0.281
H -0.9262 2.6639 -2.9963 0.084 -0.123 0.227
H -0.6708 3.2489 -1.4871 -0.061 -0.174 -0.167
H 0.3674 4.6712 -3.1597 0.063 -0.217 0.005
H 1.3282 3.2639 -3.6447 -0.064 0.064 0.053
H 1.2587 4.5868 -0.8850 0.100 0.021 -0.032
H 2.5459 4.7907 -2.0837 -0.124 -0.035 0.136
H 2.4982 3.0069 -0.1096 0.015 0.009 -0.188
H 4.4532 2.2991 -0.7514 -0.050 0.098 -0.008
H 4.3106 3.6022 -1.9393 -0.024 -0.063 0.133
H 4.9303 1.4949 -3.0308 -0.198 0.009 -0.012
H 3.3118 1.9715 -3.5765 0.112 -0.045 0.100
H 3.8895 0.0182 -1.4527 -0.146 -0.071 -0.208
H 3.2960 -0.3112 -2.9520 -0.034 -0.066 0.183
O -2.0374 -4.6373 -5.3489 -0.278 -0.086 -0.658
N -1.7384 -4.9868 -4.2390 0.350 0.413 0.599
O -1.9387 -6.0515 -3.7339 -0.245 -0.703 -0.019
C -1.0487 -3.9912 -3.3695 0.336 -0.179 0.879
C -0.6616 -4.4446 -2.1464 -0.259 -0.109 -0.616
C 0.0075 -3.6012 -1.2204 0.159 0.843 -0.179
C 0.4796 -4.0627 0.0207 0.086 0.249 0.004
C 1.1760 -3.1964 0.8327 -0.086 -0.108 -0.199
C 1.3954 -1.8903 0.3890 0.163 -0.060 0.253
N 0.9193 -1.4201 -0.7493 0.046 0.712 -0.308
C 0.2339 -2.2467 -1.5636 -0.172 -0.777 0.075
C -0.2011 -1.7587 -2.8431 -0.274 -0.721 -0.382
N 0.0409 -0.4654 -3.1351 0.525 0.719 0.748
C -0.2192 -0.0073 -4.3441 -0.166 0.002 -0.439
C -0.7401 -0.8131 -5.3565 0.058 -0.012 0.210
C -1.0489 -2.1232 -5.0737 -0.044 0.262 -0.273
C -0.7981 -2.6398 -3.7884 0.255 0.372 0.410
H -0.8395 -5.4806 -1.8813 -0.076 0.079 -0.078
H 0.3146 -5.0926 0.3038 -0.024 -0.061 0.069
H 1.5647 -3.5195 1.7854 0.113 -0.002 0.050
H 2.0025 -1.2059 0.9700 -0.093 -0.006 0.092
H -0.0021 1.0366 -4.5282 0.035 0.057 -0.074
H -0.8908 -0.4123 -6.3469 -0.063 0.066 -0.028
H -1.4735 -2.7633 -5.8331 0.073 0.126 0.064
C -5.2154 -0.3515 2.5056 0.092 -0.085 -0.074
C -4.2682 0.8107 2.7427 -0.176 0.310 0.047
C -3.5149 1.2904 1.5014 0.143 -0.302 0.032
C -2.5966 0.2285 0.8708 -0.683 0.616 -0.441
N -1.6130 -0.2639 1.8142 0.446 -0.036 0.130
C -0.3820 0.2034 1.9891 -0.478 -1.029 0.397
S 0.2701 1.4000 0.9219 0.563 0.727 -0.963
N 0.3536 -0.2476 2.9956 -0.428 -0.021 -0.283
C 1.6667 0.2245 3.3786 0.660 0.642 0.414
C 1.6201 1.1504 4.6036 0.142 -0.422 -0.095
C 1.2881 0.4489 5.9191 0.141 0.434 0.229
C -0.1555 0.0043 6.0873 0.082 -0.167 0.167
H -5.7439 -0.5963 3.4239 -0.054 -0.056 -0.017
H -4.6940 -1.2522 2.1761 -0.008 -0.130 0.005
H -5.9533 -0.1030 1.7443 -0.068 -0.005 -0.024
H -3.5709 0.5732 3.5515 0.064 0.028 0.040
H -4.8613 1.6564 3.1044 0.169 -0.045 0.042
H -2.9171 2.1669 1.7611 0.026 0.073 -0.075
H -4.2411 1.5862 0.7430 0.022 0.075 -0.076
H -2.0754 0.6497 0.0007 -0.149 -0.237 0.231
H -3.1980 -0.6191 0.5366 0.159 -0.028 -0.004
H -1.9958 -0.8803 2.5220 0.166 0.015 0.079
H -0.0906 -0.8295 3.6994 -0.168 0.069 -0.147
H 2.0931 0.7747 2.5353 -0.003 -0.271 0.108
H 2.2923 -0.6440 3.6002 -0.011 0.005 -0.081
H 0.9104 1.9579 4.4130 -0.025 0.087 -0.018
H 2.6104 1.5972 4.6956 0.032 0.068 -0.051
H 1.5138 1.1662 6.7172 -0.013 -0.153 -0.110
H 1.9614 -0.3957 6.0793 0.077 0.008 -0.023
H -0.8504 0.7556 5.7184 -0.152 0.070 -0.006
H -0.3594 -0.1627 7.1436 -0.135 0.005 -0.025
H -0.3594 -0.9550 5.6059 -0.108 -0.110 -0.091
```
Forces are in eV/Å.

Results
2S+1   6
⟨S²⟩   8.761
E   -2057.22116 Ha
Net charge   +3
Orbital gap (alpha / beta)   8.609 / 6.204 eV